A molecular structure, C14H17N5O3S4W. Source: the OMol25 dataset; level of theory: the ωB97M-V functional and the def2-TZVPD basis.

Each line ends with the natural charge from an NBO analysis.
Cartesian coordinates (Å):
W: 0.0601 -0.7978 0.6268  0.879
C: -0.7142 1.9876 -0.7507  -0.239
C: -1.5384 1.8794 0.5537  -0.240
N: -0.7382 1.1606 1.5548  -0.635
C: 0.2678 1.9994 2.2440  -0.232
C: 1.5183 1.1687 2.5854  -0.240
N: 1.8763 0.2666 1.4866  -0.630
C: 2.6434 0.8683 0.3983  -0.249
C: 1.7321 1.7170 -0.4941  -0.237
N: 0.4226 1.0598 -0.6608  -0.658
H: -0.3662 3.0142 -0.9074  0.205
H: -1.3431 1.7125 -1.6005  0.234
H: -2.4349 1.2817 0.3587  0.249
H: -1.8495 2.8619 0.9238  0.205
H: -1.3813 0.8071 2.2707  0.445
H: -0.1450 2.4046 3.1741  0.228
H: 0.5265 2.8442 1.6079  0.199
H: 1.2895 0.5532 3.4601  0.246
H: 2.3493 1.8433 2.8372  0.206
H: 2.4090 -0.5301 1.8411  0.446
H: 3.0652 0.0435 -0.1851  0.261
H: 3.4654 1.4891 0.7822  0.202
H: 2.2239 1.8624 -1.4606  0.227
H: 1.5893 2.7012 -0.0444  0.195
H: 0.4698 0.4833 -1.5107  0.449
S: -0.4986 -1.4149 2.9403  -0.091
C: -2.2370 -1.1657 2.9169  -0.094
C: -2.8992 -1.0176 4.1319  -0.206
C: -4.2682 -0.7824 4.1823  -0.134
C: -4.9112 -0.6118 5.4268  0.274
N: -5.4139 -0.4644 6.4471  -0.277
C: -4.9989 -0.7121 2.9766  -0.155
C: -4.3470 -0.8958 1.7659  -0.159
C: -2.9734 -1.1156 1.7090  -0.243
S: -2.2407 -1.3177 0.1313  0.044
C: -6.3810 -0.4305 2.9848  0.275
N: -7.5028 -0.1940 2.9697  -0.280
H: -2.3314 -1.0808 5.0465  0.238
H: -4.9023 -0.8606 0.8409  0.239
O: 2.5461 -2.0550 0.3161  -0.984
S: 1.5028 -2.9116 -0.2590  2.263
O: 1.9245 -4.1689 -0.7778  -0.906
O: 0.3718 -2.9533 0.7074  -0.906
S: 0.6654 -1.7142 -1.6807  -0.412

As for the net charge: 0. The HOMO energy (alpha / beta) is -7.8 / -7.8 eV. The calculation puts the max |F| at 2.50 eV/Å. As for the LUMO energy (alpha / beta): -1.235 / -1.234 eV. Its multiplicity is 1. Its total energy is -73554.399 eV.


A single C14H17P molecule. Source: the OMol25 dataset; level of theory: the ωB97M-V functional and the def2-TZVPD basis.

Each line ends with the natural charge from an NBO analysis.
Cartesian coordinates (Å):
C: 1.7421 2.1136 0.8525  -0.650
C: 1.9745 0.8545 0.0976  0.015
C: 3.3312 0.5540 -0.2388  -0.215
C: 3.6282 -0.6788 -0.7991  -0.191
C: 2.5845 -1.6747 -0.8758  -0.239
C: 1.2698 -1.2976 -0.6999  -0.194
C: 0.9164 -0.0203 -0.2283  -0.082
C: -0.5081 0.3440 -0.3226  -0.264
P: -0.8058 1.9366 -1.3184  0.334
C: -1.3488 -0.7897 -1.3751  -0.136
C: -2.6482 -0.9783 -1.2602  -0.279
C: -3.3335 -0.4700 -0.0705  -0.252
C: -2.7880 0.1414 0.9585  -0.145
C: -1.3058 0.1176 1.0105  -0.299
C: -0.9648 -1.2469 1.6511  -0.620
H: 1.6337 2.9442 0.2286  0.224
H: 0.8350 2.1096 1.4986  0.220
H: 2.6271 2.4055 1.5597  0.226
H: 4.0072 1.4088 -0.2753  0.213
H: 4.6617 -0.9245 -0.9153  0.210
H: 2.8330 -2.3937 -1.5867  0.210
H: 0.5758 -2.1724 -0.7373  0.222
H: -1.1974 2.7758 -0.3352  -0.044
H: -2.0774 1.4352 -1.6259  -0.001
H: -0.8716 -1.3381 -2.1482  0.206
H: -3.1248 -1.6640 -1.9722  0.225
H: -4.4663 -0.3977 -0.0877  0.207
H: -3.3667 0.6840 1.7422  0.224
H: -1.0998 0.9757 1.7511  0.210
H: -0.2201 -1.8281 1.0951  0.224
H: -1.9424 -1.8411 1.7671  0.222
H: -0.5507 -1.0846 2.6598  0.219

As for the structure (SMILES): Cc1ccccc1[C@@]1(P)C=CC=C[C@H]1C. As for the net charge: 0. The value obtained for the energy above the lowest of the compared OMol25 structures with the same formula, charge and spin is 26.0 kcal/mol. The HOMO energy is -8.4 eV. The calculation puts the max |F| at 4.36 eV/Å. As for the LUMO energy: 0.757 eV. Its multiplicity is 1. Its total energy is -24078.535 eV.